The following is a DFT calculation (ωB97M-V with the def2-TZVPD basis set) of a single C6H10 molecule at a distorted geometry.

Results
**Multiplicity**: 1
**Electronic energy**: -234.5228 a.u.
**Orbital gap**: 10.33 eV
**SMILES string**: C=CC/C=C/C
**HOMO energy**: -9.06 eV
**Energy relative to the best compared isomer or geometry (same formula, charge and spin)**: 2.170 eV

Atoms and positions in Å:
C1 0.88 -2.40 1.16
C2 0.37 -1.90 -0.01
C3 1.04 -0.58 -0.44
C4 -0.01 0.41 -0.74
C5 -0.28 1.43 0.09
C6 -1.43 2.41 -0.21
H1 0.53 -3.43 1.63
H2 1.71 -1.99 1.59
H3 -0.50 -2.29 -0.56
H4 1.64 -0.85 -1.28
H5 1.84 -0.36 0.21
H6 -0.54 0.19 -1.68
H7 0.14 1.69 1.00
H8 -2.04 2.03 -1.11
H9 -1.26 3.44 -0.34
H10 -2.10 2.18 0.69